[1]
Computed, not measured: C6H9NO2 as an isolated structure, with wB97M-V/def2-TZVPD.

## Properties
Charge: 0
Energy above the lowest of the compared OMol25 structures with the same formula, charge and spin: 50.8 kcal/mol
Total energy: -439.19535 a.u.
HOMO: -8.75 eV

Each line ends with the Löwdin charge.
Geometry (Å):
C  -2.54515  0.20892  0.31696  0.007
C  -1.02669  -0.07973  0.17140  -0.413
C  0.01706  -0.33610  1.30111  0.012
C  1.05124  -0.13318  0.13885  -0.442
C  0.72993  -1.27820  -0.71321  -0.131
C  0.04766  0.92741  -0.30127  -0.270
H  -2.73192  1.13649  0.80077  0.062
H  -3.00778  -0.65038  0.80791  0.075
H  -3.03249  0.16855  -0.73172  0.107
H  0.09598  0.40450  2.10048  0.137
H  -0.09177  -1.38889  1.65091  0.140
H  2.94523  -0.55379  0.52109  0.129
H  1.05723  -1.32800  -1.77730  0.141
H  1.10974  -2.22932  -0.31809  0.121
H  -1.11343  -1.09076  -1.57070  0.109
N  -0.77057  -1.26989  -0.63928  0.028
O  2.38684  0.25691  0.36157  0.040
O  0.17801  2.06386  -0.67300  0.146

[2]
Computed, not measured: C6H9NO2 as an isolated structure, with wB97M-V/def2-TZVPD.

## Properties
Charge: 0
Energy above the lowest of the compared OMol25 structures with the same formula, charge and spin: 117.6 kcal/mol
Total energy: -439.08903 a.u.
HOMO (spin up / spin down): -6.74 / -6.74 eV

Each line ends with the Löwdin charge.
Geometry (Å):
C  -0.90057  -0.58032  0.65424  -0.091
C  -2.13834  0.16836  0.25586  -0.121
C  1.76025  -0.33273  0.82294  -0.490
C  0.42016  -0.02072  -1.30213  -0.105
C  0.59609  0.27526  0.10257  -0.396
C  0.61220  1.66484  -0.20938  -0.010
O  2.19811  -1.46560  0.22963  0.117
N  -0.20384  -0.37210  -2.28556  0.182
O  2.28860  0.16806  1.77688  0.137
H  2.90466  -1.83749  0.78139  0.134
H  0.17114  -1.06579  -2.92784  0.095
H  -0.85742  -1.60626  0.28756  0.109
H  -0.69218  -0.51979  1.72069  0.105
H  -0.23772  2.23693  -0.54870  0.054
H  1.46028  2.22492  0.15470  0.059
H  -3.00363  -0.24144  0.78268  0.079
H  -2.32598  0.08018  -0.81580  0.067
H  -2.05183  1.22372  0.52028  0.075

[3]
Computed, not measured: C6H9NO2 in the gas phase, with wB97M-V/def2-TZVPD.

## Properties
Charge: 0
Energy above the lowest of the compared OMol25 structures with the same formula, charge and spin: 54.0 kcal/mol
Total energy: -439.19026 a.u.
HOMO: -8.21 eV

Each line ends with the Löwdin charge.
Geometry (Å):
C  -0.33809  -0.87866  -0.09481  -0.228
C  1.01410  -1.12319  0.41243  -0.251
C  1.55746  -2.51733  0.53576  -0.032
C  -1.15091  0.29202  0.41483  -0.307
C  -0.82848  1.56743  -0.30139  -0.350
N  -0.68389  2.65946  0.51663  0.115
C  -0.98966  1.63419  -1.63786  0.067
O  0.75084  -0.53450  -0.89644  -0.007
O  -1.87122  0.20920  1.38188  0.119
H  -0.93045  -1.74833  -0.37772  0.161
H  1.44159  -0.38940  1.09425  0.151
H  -0.46575  3.56682  0.11899  0.106
H  -0.57562  2.52737  1.49551  0.086
H  1.32172  -2.91533  1.52327  0.087
H  1.12543  -3.16566  -0.22371  0.085
H  2.63985  -2.51254  0.41292  0.080
H  -1.07865  0.74983  -2.22447  0.057
H  -0.93828  2.57864  -2.15005  0.059

[4]
Computed, not measured: C6H9NO2 in the gas phase, with wB97M-V/def2-TZVPD.

## Properties
Charge: 0
Energy above the lowest of the compared OMol25 structures with the same formula, charge and spin: 36.1 kcal/mol
Total energy: -439.21877 a.u.
HOMO: -10.13 eV

Each line ends with the Löwdin charge.
Geometry (Å):
C  -0.21250  -0.21266  0.34085  -0.447
C  0.12172  0.59710  -0.91369  -0.312
C  -1.51432  -1.00805  0.26376  -0.034
C  -0.17851  0.67902  1.58256  -0.035
C  1.67264  0.61085  -1.01788  -0.204
O  -0.41446  0.02597  -2.10107  -0.021
C  0.98964  -1.26985  0.48727  -0.153
O  2.35962  1.47979  -0.49121  0.060
N  1.68025  -2.15278  0.77954  0.167
H  -0.27409  0.65762  -2.82842  0.115
H  -0.22048  1.63425  -0.83311  0.161
H  2.08391  -0.15442  -1.70043  0.140
H  -1.54872  -1.78504  1.03508  0.096
H  -2.37447  -0.34467  0.41311  0.095
H  -1.64229  -1.50055  -0.70381  0.087
H  -0.25064  0.08981  2.50187  0.098
H  -1.02011  1.38283  1.56533  0.096
H  0.74280  1.27078  1.62026  0.090

[5]
Computed, not measured: C6H9NO2 in the gas phase, with wB97M-V/def2-TZVPD.

## Properties
Charge: 0
Energy above the lowest of the compared OMol25 structures with the same formula, charge and spin: 101.7 kcal/mol
Total energy: -439.11428 a.u.
HOMO (spin up / spin down): -8.55 / -8.55 eV

Each line ends with the Löwdin charge.
Geometry (Å):
C  1.09154  1.72683  -0.27374  0.004
C  -0.19807  1.49695  -0.19751  -0.077
C  1.88591  0.47694  -0.10083  -0.488
C  -0.67859  0.10095  -0.08895  -0.225
C  -1.81034  -0.51438  -0.96571  -0.022
C  -0.75267  -0.51206  1.32068  -0.036
N  1.22604  -0.61960  -0.70463  -0.019
O  2.96650  0.31765  0.45341  0.038
O  1.66190  -1.82485  -0.36779  -0.018
H  1.44421  2.75517  -0.51689  0.132
H  -0.82400  2.38208  -0.44114  0.128
H  -1.57255  -0.21170  -1.99573  0.094
H  -2.83330  -0.41488  -0.64377  0.084
H  -1.62890  -1.51878  -0.75553  0.050
H  -1.07264  -1.52989  1.39811  0.079
H  -1.51707  -0.01828  1.84765  0.076
H  0.22648  -0.43946  1.71462  0.073
H  2.38556  -1.65267  0.31775  0.126

[6]
Computed, not measured: C6H9NO2 in the gas phase, with wB97M-V/def2-TZVPD.

## Properties
Charge: 0
Energy above the lowest of the compared OMol25 structures with the same formula, charge and spin: 113.9 kcal/mol
Total energy: -439.09479 a.u.
HOMO (spin up / spin down): -7.10 / -7.09 eV

Each line ends with the Löwdin charge.
Geometry (Å):
C  2.01678  -1.52669  -0.11573  -0.058
C  0.62886  0.46270  -0.93535  -0.366
C  -1.06438  0.60689  -0.84851  -0.339
C  0.92749  -0.51375  0.04043  -0.290
N  -0.22322  0.12697  2.09900  0.176
C  -0.13755  -0.60281  0.95072  -0.101
C  -1.54797  1.83295  -0.59570  0.049
O  -1.75628  -0.34184  -1.56147  0.022
O  1.27771  1.26702  -1.55965  0.065
H  -2.57198  0.04927  -1.91092  0.105
H  -0.71542  -0.23566  2.90391  0.118
H  0.31214  0.98573  2.13848  0.130
H  -0.71678  -1.52437  0.99606  0.136
H  2.85049  -1.11021  -0.68577  0.086
H  2.42247  -1.83208  0.85469  0.067
H  1.66922  -2.42998  -0.62860  0.076
H  -2.43564  2.23189  -1.07661  0.059
H  -0.93593  2.55396  -0.06498  0.064

[7]
Computed, not measured: C6H9NO2 in the gas phase, with wB97M-V/def2-TZVPD.

## Properties
Charge: 0
Energy above the lowest of the compared OMol25 structures with the same formula, charge and spin: 134.2 kcal/mol
Total energy: -439.06253 a.u.
HOMO: -8.82 eV

Each line ends with the Löwdin charge.
Geometry (Å):
C  -2.26810  0.40081  -1.95071  -0.209
C  -1.77136  0.97502  -0.68172  -0.141
C  -0.73732  0.63252  0.20818  -0.188
C  -0.13391  1.41386  1.32784  -0.188
C  -0.09765  -0.67901  0.75332  -0.145
C  1.23970  -0.98151  -0.12665  -0.369
H  -2.15730  0.90874  -3.02558  0.096
H  -1.77403  -0.75154  -2.31658  0.130
H  -3.42766  0.59784  -1.97158  0.092
H  -1.92041  2.12490  -1.09298  0.157
H  0.94722  1.94952  1.04509  0.168
H  -0.71546  2.10065  1.94075  0.103
H  1.34997  -0.02266  2.30908  0.182
H  -0.70986  -1.49932  1.01435  0.120
H  0.39118  -0.96678  -1.77629  0.161
N  0.26113  0.15358  1.96922  -0.061
O  1.36102  -1.31329  -1.46435  0.064
O  2.23902  -0.69754  0.57781  0.029

[8]
Computed, not measured: C6H9NO2S2 as an isolated structure, with wB97M-V/def2-TZVPD.

## Properties
Charge: 0
Energy above the lowest of the compared OMol25 structures with the same formula, charge and spin: 55.6 kcal/mol
Total energy: -1235.52010 a.u.
HOMO (spin up / spin down): -9.33 / -8.80 eV

Each line ends with the Löwdin charge.
Geometry (Å):
C  1.68334  2.05458  0.48566  -0.262
C  0.70246  0.22517  -0.98783  -0.498
C  0.51414  -2.73125  -1.74568  -0.065
C  -0.81856  2.65760  2.16064  -0.343
C  -0.56210  -1.68225  -1.75182  -0.271
C  0.63788  1.22536  0.09193  -0.387
N  2.58346  2.78768  0.64420  0.184
O  1.46907  0.20869  -1.90868  0.143
O  -0.35948  -0.65105  -0.81263  -0.109
S  -1.43306  -0.51563  3.03875  0.288
S  -0.83474  1.31295  1.00751  0.909
H  0.18739  -3.44187  -2.59356  0.116
H  1.40471  -2.10662  -1.96020  0.070
H  0.69588  -3.14708  -0.72614  0.094
H  -1.81303  2.93324  2.36281  0.041
H  -0.36711  3.49838  1.63602  0.056
H  -0.08525  2.30397  2.86229  0.042
H  -1.53370  -2.09125  -1.44779  0.120
H  -0.85332  -1.16761  -2.71624  0.147
H  -1.21800  -1.67302  2.36075  -0.275

[9]
Computed, not measured: a 2-piece molecular cluster, C6H9NO2S2 overall, with wB97M-V/def2-TZVPD.

## Properties
Charge: 0
Energy above the lowest of the compared OMol25 structures with the same formula, charge and spin: 53.9 kcal/mol
Total energy: -1235.52272 a.u.
HOMO (spin up / spin down): -7.74 / -7.74 eV

Each line ends with the Löwdin charge.
Geometry (Å):
C  2.56632  0.74448  0.31688  -0.075
C  1.92066  0.09881  1.42043  -0.028
C  2.19099  0.46916  -0.99387  -0.031
C  0.95971  -0.88016  1.17331  -0.129
C  1.07555  -0.42742  -1.26690  -0.238
C  0.56083  -1.20268  -0.12874  -0.776
N  -2.37500  -0.42279  0.94970  -0.201
O  -1.04791  0.97341  -0.38923  -0.448
O  -3.36429  1.41985  -0.70763  -0.277
S  -0.70417  -2.20544  -0.35138  0.715
S  -2.22307  0.20712  -0.59507  0.733
H  3.30966  1.52444  0.50030  0.101
H  2.22344  0.51894  2.37702  0.107
H  2.63884  1.05516  -1.70678  0.078
H  0.35464  -1.39807  1.92173  0.096
H  0.17580  0.02799  -1.67795  0.095
H  1.35935  -1.00872  -2.13723  0.131
H  -2.34944  0.50556  1.46416  0.100
H  -3.17236  -0.98001  0.96097  0.017
H  -4.09954  0.98037  -1.12970  0.029

[10]
Computed, not measured: C6H9NO2Si in the gas phase, with wB97M-V/def2-TZVPD.

## Properties
Charge: 0
Energy above the lowest of the compared OMol25 structures with the same formula, charge and spin: 124.3 kcal/mol
Total energy: -728.64871 a.u.
HOMO (spin up / spin down): -8.25 / -8.25 eV

Each line ends with the Löwdin charge.
Geometry (Å):
C  3.06993  0.13947  0.14927  -0.006
C  2.41609  -1.09546  0.20275  0.151
C  2.40916  1.31619  0.11348  -0.063
C  0.96923  -1.26100  0.03351  -0.620
C  -2.34262  -1.17862  -0.21881  -0.220
C  -1.44700  1.75747  0.48936  -0.194
N  0.31210  -0.18033  -0.37403  -0.034
O  1.97049  2.27462  -0.31063  0.296
O  0.42185  -2.36249  0.17417  -0.020
Si  -1.27952  0.25577  -0.64355  0.430
H  4.07180  0.15623  0.37349  0.098
H  2.92457  -1.96959  0.20468  0.096
H  -3.32128  -1.27032  -0.72038  0.018
H  -1.76114  -2.07786  -0.52999  0.024
H  -2.55817  -1.26440  0.90705  0.062
H  -2.47227  1.72035  0.80739  0.011
H  -0.78106  1.76351  1.30683  0.003
H  -1.25446  2.69471  0.03418  0.002
H  -1.34769  0.58176  -1.99877  -0.034

[11]
Computed, not measured: C6H9NO3 in the gas phase, with wB97M-V/def2-TZVPD.

## Properties
Charge: 0
Energy above the lowest of the compared OMol25 structures with the same formula, charge and spin: 40.8 kcal/mol
Total energy: -514.44781 a.u.
HOMO: -9.96 eV

Each line ends with the Löwdin charge.
Geometry (Å):
C  -1.35892  -1.27834  0.25830  -0.538
C  0.85659  1.35046  -2.94070  0.021
C  0.46253  0.50979  -2.01672  -0.139
C  -0.47714  0.55976  -0.84887  -0.208
C  0.26226  0.42025  0.59195  -0.286
C  0.00594  -1.33420  2.33764  -0.054
N  -0.45763  -0.78774  1.11345  -0.043
O  -2.01597  -2.26756  0.38202  0.128
O  -1.37377  -0.54159  -0.91181  0.066
O  -0.01161  1.53437  1.30153  0.065
H  1.48377  1.04125  -3.68157  0.027
H  0.33983  2.30887  -3.01785  0.072
H  0.93113  -0.49798  -2.25687  0.134
H  -0.89834  1.68142  -0.76712  0.194
H  1.28829  0.28619  0.37820  0.144
H  1.08197  -1.20965  2.48961  0.078
H  -0.58043  -0.74994  3.16925  0.128
H  -0.02402  -2.52010  2.34860  0.139
H  0.48551  1.49475  2.07097  0.069

[12]
Computed, not measured: a 2-piece molecular cluster, C6H9NO3 overall, with wB97M-V/def2-TZVPD.

## Properties
Charge: 0
Energy above the lowest of the compared OMol25 structures with the same formula, charge and spin: 90.6 kcal/mol
Total energy: -514.36856 a.u.
HOMO: -10.24 eV

Each line ends with the Löwdin charge.
Geometry (Å):
O  -0.79765  -1.94389  -4.26605  0.019
C  0.33187  -2.58127  -3.80018  -0.278
C  1.14318  -1.98326  -2.65626  -0.150
C  0.73588  -0.71992  -2.07444  -0.159
N  -0.07307  0.12893  -1.83488  0.154
C  0.27018  -3.22935  -2.45919  -0.120
C  -0.99578  -3.19653  -1.66709  -0.248
C  -1.52270  -4.41421  -1.05555  -0.087
O  -0.89532  -3.41417  -0.25841  -0.058
H  -0.65422  -0.98751  -4.31381  0.109
H  0.91976  -3.08953  -4.56874  0.153
H  2.22306  -2.14092  -2.65054  0.145
H  0.86196  -4.13475  -2.31226  0.156
H  -1.64496  -2.33268  -1.83787  0.155
H  -2.60137  -4.52401  -0.92354  0.118
H  -0.95797  -5.34797  -1.13401  0.121
O  0.94049  -1.13944  0.46604  -0.179
H  0.17724  -0.33667  0.11163  0.152
H  0.61032  -2.05040  0.47532  -0.003

[13]
Computed, not measured: C6H9NO3 in the gas phase, with wB97M-V/def2-TZVPD.

## Properties
Charge: 0
Energy above the lowest of the compared OMol25 structures with the same formula, charge and spin: 34.9 kcal/mol
Total energy: -514.45722 a.u.
HOMO: -9.65 eV

Each line ends with the Löwdin charge.
Geometry (Å):
O  -0.75522  1.48774  -1.03998  -0.001
C  -0.52754  0.12790  -1.31353  -0.262
C  0.67801  -0.36379  -0.52272  -0.410
N  1.32504  -1.43337  -0.69374  0.144
C  -1.78098  -0.71401  -1.04395  -0.280
O  -2.08997  -0.61601  0.34055  -0.086
C  -3.47135  -0.31754  0.53129  -0.177
C  -3.98015  -0.00253  -0.84384  -0.046
C  -3.02065  -0.22406  -1.73957  -0.018
H  -1.13249  1.54560  -0.15038  0.098
H  -0.26296  0.02865  -2.37708  0.168
H  -1.54740  -1.75760  -1.31691  0.162
H  -3.98878  -1.18735  0.97177  0.126
H  -3.56783  0.52508  1.23317  0.124
H  -4.99165  0.34836  -1.04342  0.113
H  -3.08625  -0.10505  -2.82026  0.123
O  1.01033  0.37384  0.62405  0.040
H  0.37341  1.10978  0.65092  0.084
H  2.01890  -1.46573  0.12169  0.099

[14]
Computed, not measured: C6H9NS as an isolated structure, with wB97M-V/def2-TZVPD.

## Properties
Charge: 0
Energy above the lowest of the compared OMol25 structures with the same formula, charge and spin: 121.2 kcal/mol
Total energy: -686.76967 a.u.
HOMO: -8.75 eV

Each line ends with the Löwdin charge.
Geometry (Å):
C  -0.32992  0.15012  1.03372  -0.612
C  -0.11888  -1.00718  0.07088  -0.237
C  -1.35042  -0.30887  -0.72856  -0.082
C  -0.46128  0.96054  -0.22890  -0.321
C  1.94939  0.25951  -0.53119  -0.136
C  0.89070  -0.65314  -0.93545  -0.252
H  -1.44005  0.19515  3.38706  -0.025
H  0.62927  0.28648  1.68507  0.131
H  0.03380  -2.06052  0.47352  0.158
H  -1.52688  -0.59384  -1.73180  0.090
H  -2.34913  -0.29810  -0.30890  0.047
H  -1.02003  1.82510  -0.49527  0.123
H  2.14555  0.82869  0.38057  0.103
H  2.96813  0.34043  -0.98723  0.116
H  1.15175  -1.23603  -1.92782  0.186
N  0.72791  0.84154  -1.07627  -0.010
S  -1.89991  0.47011  1.92058  0.720